No. 1
Entry from the Open Molecules 2025 dataset: C21H10Cl5MnNO as an isolated structure (ωB97M-V with the def2-TZVPD basis set).

Geometry as XYZ:
```
39
Properties=species:S:1:pos:R:3:forces:R:3:lowdin_charge:R:1
Mn 0.2002 -0.8179 0.4218 0.1 2.3 1.0 0.54
Cl 2.6394 -6.0123 -3.5684 0.0 -0.1 0.0 0.68
C 2.4405 -4.5815 -2.6377 -0.1 0.1 0.1 -0.72
C 1.2142 -4.2949 -2.0495 0.1 0.0 -0.1 -0.71
Cl -0.1255 -5.3531 -2.2494 -0.1 0.0 0.0 0.70
C 1.0792 -3.1369 -1.3018 0.3 -0.1 -0.1 -0.54
Cl -0.4392 -2.7219 -0.5592 -0.2 -0.6 -0.2 0.83
C 2.1202 -2.2192 -1.0801 -0.1 -0.3 -0.2 -0.47
O 1.9531 -1.1552 -0.3579 -0.7 0.1 0.2 -0.19
C 3.3475 -2.5334 -1.7037 0.1 0.0 0.0 -0.61
Cl 4.6502 -1.4332 -1.4882 0.0 0.0 0.0 0.73
C 3.5030 -3.6872 -2.4596 -0.1 0.1 0.1 -0.70
Cl 5.0168 -4.0275 -3.1960 0.0 0.0 0.0 0.69
C 0.1974 -0.5426 4.8078 0.0 0.0 -0.1 -0.09
C -0.4766 0.6532 5.0131 0.0 0.0 0.1 -0.09
C -0.9099 1.3959 3.9295 -0.1 0.1 -0.2 -0.04
C -0.6748 0.9430 2.6310 0.2 -0.3 0.2 -0.20
C 0.0053 -0.2678 2.4004 0.1 -0.5 -0.7 -0.13
C 0.4320 -0.9893 3.5126 0.0 0.0 0.0 -0.11
C -1.1146 1.6833 1.4360 0.1 -0.1 -0.4 -0.19
C -1.8146 2.9098 1.4824 -0.1 0.2 0.1 0.01
C -2.1821 3.5376 0.3308 0.1 -0.1 0.0 0.01
C -1.8587 2.9623 -0.9180 0.1 -0.2 0.0 -0.15
C -2.1917 3.5511 -2.1558 0.0 0.0 -0.1 -0.03
C -1.8367 2.9452 -3.3291 -0.1 0.2 0.0 -0.07
C -1.1329 1.7260 -3.3120 0.0 -0.1 0.1 -0.06
C -0.7989 1.1328 -2.1257 0.0 0.0 -0.1 -0.01
C -1.1564 1.7355 -0.9004 -0.1 0.2 -0.2 -0.19
N -0.8093 1.1285 0.2669 0.3 -0.7 0.3 0.09
H 0.5364 -1.1299 5.6525 0.0 0.0 0.0 0.10
H -0.6611 1.0064 6.0197 0.0 0.0 0.0 0.10
H -1.4290 2.3298 4.1064 0.0 0.0 0.0 0.10
H 0.9664 -1.9232 3.3740 0.0 0.0 0.0 0.09
H -2.0567 3.3517 2.4372 0.0 0.0 0.0 0.10
H -2.7167 4.4795 0.3544 0.0 0.0 0.0 0.12
H -2.7310 4.4908 -2.1582 0.0 0.0 0.0 0.12
H -2.0882 3.4035 -4.2764 0.0 0.0 0.0 0.11
H -0.8524 1.2594 -4.2470 0.0 0.0 0.0 0.11
H -0.2451 0.2018 -2.1024 0.0 0.0 0.0 0.10
```
Positions in Å, forces in eV/Å.

Multiplicity = 2
<S²> = 0.770
Lowest unoccupied orbital energy (alpha / beta) = -0.8 / -0.7 eV
HOMO-LUMO gap (alpha / beta) = 7.4 / 7.2 eV

---

No. 2
Entry from the Open Molecules 2025 dataset: a 10-piece molecular cluster, C31H89N13O10 overall (ωB97M-V with the def2-TZVPD basis set).

Geometry as XYZ:
```
143
Properties=species:S:1:pos:R:3:forces:R:3:lowdin_charge:R:1
C 2.0790 -0.7419 -11.5833 0.5 -0.8 1.6 -0.07
C 0.6991 -1.3270 -11.1260 1.7 1.3 -3.0 -0.39
C 0.0175 -0.4533 -10.1515 0.5 0.8 1.7 -0.24
O 0.7175 -0.4193 -8.8927 -0.5 1.3 0.7 -0.19
C -0.0183 0.3733 -7.9021 0.0 -1.6 0.1 -0.09
N -0.0245 -1.1992 -12.4404 -0.7 -0.9 0.9 0.02
H 2.6699 -1.4412 -12.1748 -0.5 -0.1 -0.3 0.07
H 2.7100 -0.5813 -10.7092 0.0 0.3 0.2 0.07
H 1.9885 0.1997 -12.1250 -0.2 0.0 0.1 0.07
H 0.8393 -2.3442 -10.7602 -0.3 -0.1 -0.3 0.14
H -1.0078 -0.7916 -10.0016 -0.3 0.1 0.1 0.13
H 0.0542 0.5682 -10.5299 -0.5 0.2 -0.3 0.13
H 0.5292 0.5943 -6.9858 0.9 -0.3 -0.4 0.08
H -0.7983 -0.3035 -7.5533 -0.6 0.3 0.0 0.08
H -0.4440 1.3369 -8.1822 0.1 -0.1 -0.9 0.08
H -1.0180 -1.2532 -12.2670 -0.5 -0.6 0.0 0.06
H 0.0453 -0.2341 -12.7297 0.5 0.2 -0.1 0.05
C 0.4672 1.6009 9.1931 0.6 1.0 2.0 -0.08
C -0.6299 1.5006 8.1406 2.4 0.4 1.7 -0.47
C -0.3474 2.4323 7.0357 -0.1 0.9 -1.6 -0.25
O -0.2951 3.7844 7.4547 -0.1 1.5 -0.8 -0.19
C -0.0481 4.7506 6.3499 0.0 -1.6 0.8 -0.05
N -0.5950 0.1366 7.7377 -1.9 -1.5 -0.7 0.03
H 0.7478 2.6193 9.4616 -0.4 0.2 0.3 0.07
H 1.4413 1.1197 9.1063 0.1 -0.2 -1.6 0.08
H 0.2069 1.0438 10.0931 -0.8 0.4 0.4 0.07
H -1.5883 1.7240 8.6091 -0.1 0.0 -0.1 0.15
H -1.1202 2.2880 6.2806 -0.1 0.1 -0.3 0.12
H 0.6085 2.1560 6.5908 0.3 -0.1 -0.2 0.13
H -0.9314 5.1612 5.8607 -0.5 -0.4 0.3 0.08
H 0.5036 4.1963 5.5906 0.3 0.3 -0.1 0.07
H 0.5147 5.6133 6.7065 0.2 -0.4 0.3 0.08
H -1.0031 -0.2814 8.5616 0.0 -1.0 -0.3 0.07
H 0.3241 -0.2699 7.6376 0.2 0.4 0.0 0.08
C -0.0610 -5.5074 3.4802 1.6 0.4 1.4 -0.05
C 1.0783 -6.3498 4.2373 -2.5 1.2 -1.0 -0.39
C 1.4472 -5.7913 5.6595 -0.9 0.2 -0.6 -0.20
O 1.9867 -4.5002 5.6623 0.2 0.7 -0.6 -0.19
C 3.2336 -4.2755 5.0635 0.9 -0.1 0.5 -0.13
N 0.6207 -7.7405 4.3803 1.4 0.7 1.6 0.02
H -0.9436 -5.3479 4.0996 -0.2 -0.7 -0.1 0.07
H -0.2610 -5.8787 2.4751 -0.2 -0.3 0.2 0.06
H 0.2903 -4.4806 3.3783 0.3 0.1 -0.2 0.06
H 1.9652 -6.2154 3.6180 0.3 -0.3 -0.2 0.11
H 2.1014 -6.4683 6.2089 0.2 -0.4 -0.1 0.12
H 0.5746 -5.6026 6.2849 -0.4 -0.7 -0.2 0.13
H 3.9238 -5.1093 5.1921 -0.1 -0.5 0.1 0.09
H 3.7035 -3.4620 5.6164 -0.1 0.2 -0.1 0.09
H 3.2639 -4.0215 4.0039 -0.6 0.0 -0.2 0.08
H 1.4773 -8.1334 4.7437 -0.4 -1.3 0.0 0.06
H 0.2088 -8.3235 3.6657 0.3 0.7 -0.5 0.07
C -4.7794 0.3949 -3.0508 -0.5 -0.2 -0.6 -0.06
C -5.0529 1.9519 -2.9685 0.8 -2.9 0.0 -0.43
C -6.4059 2.2850 -3.6062 1.9 1.8 -2.3 -0.16
O -6.5902 1.6599 -4.8836 -2.4 -1.7 0.5 -0.21
C -5.6793 1.8074 -5.9305 1.4 0.8 1.5 -0.12
N -4.9048 2.2709 -1.5682 -0.4 0.4 0.2 0.02
H -4.8412 -0.0819 -4.0290 0.2 0.7 -0.5 0.06
H -5.5671 -0.2013 -2.5901 -0.1 0.3 0.8 0.08
H -3.8116 0.0721 -2.6671 -0.1 0.4 0.4 0.07
H -4.1925 2.4149 -3.4517 -0.4 0.3 -0.5 0.13
H -6.3414 3.3131 -3.9623 0.0 0.9 0.9 0.11
H -7.2604 2.2586 -2.9300 -0.1 -0.9 -0.3 0.13
H -4.7038 1.6285 -5.4785 0.5 -0.5 -0.6 0.06
H -5.5628 2.8354 -6.2737 -0.6 0.4 -0.3 0.08
H -5.8791 1.1276 -6.7588 -0.2 0.0 0.3 0.10
H -5.1742 3.2329 -1.4194 0.0 0.2 0.3 0.07
H -5.5610 1.6929 -1.0628 -0.1 0.0 0.4 0.07
C 3.8441 -8.1280 -1.9574 1.1 1.5 -2.2 -0.06
C 2.5461 -7.7277 -1.2674 3.1 -1.3 1.0 -0.47
C 1.4314 -7.2700 -2.1024 -1.0 -1.2 -2.4 -0.25
O 1.7175 -6.3492 -3.1298 -0.1 2.0 0.8 -0.18
C 1.8448 -4.9765 -2.6546 -0.4 -1.0 -0.4 -0.08
N 2.1652 -8.9140 -0.5277 -2.0 0.7 1.0 0.04
H 3.8178 -8.8828 -2.7433 -1.1 -0.1 -0.2 0.08
H 4.7691 -8.4587 -1.4851 -0.6 0.2 1.5 0.08
H 4.1995 -7.2394 -2.4792 0.1 0.1 -0.4 0.07
H 2.7194 -6.8664 -0.6221 0.7 -0.1 0.6 0.13
H 0.6022 -6.9468 -1.4730 -0.2 0.1 0.1 0.13
H 1.1382 -8.1485 -2.6771 -0.5 -0.2 0.1 0.13
H 1.5718 -4.2984 -3.4632 1.0 -0.2 -0.4 0.08
H 2.8333 -4.8743 -2.2069 0.0 0.6 -0.2 0.08
H 1.0810 -4.6629 -1.9430 -0.1 -0.7 0.7 0.08
H 2.8238 -9.6618 -0.3631 0.3 0.6 0.0 0.08
H 1.7771 -8.5269 0.3206 -0.1 -1.1 0.5 0.07
C 0.3070 0.3643 1.3901 -1.3 -1.4 0.0 -0.07
C 0.6870 1.8031 1.1210 0.6 0.0 0.4 -0.43
C 1.4776 1.8418 -0.1930 -0.2 -0.3 1.2 -0.19
O 2.5923 0.9592 0.0277 -3.1 1.9 0.3 -0.21
C 3.3676 0.9783 -1.0972 3.0 -2.0 0.3 -0.15
N -0.3396 2.8351 1.2449 0.5 -0.1 -0.6 0.05
H -0.1697 0.2024 2.3570 0.1 0.3 0.2 0.08
H 1.0968 -0.3832 1.3146 0.5 0.5 0.2 0.07
H -0.4220 -0.0434 0.6898 -0.3 0.4 -0.4 0.08
H 1.4060 2.0040 1.9152 0.3 0.4 -0.1 0.13
H 1.8233 2.8316 -0.4911 0.1 0.3 0.3 0.12
H 0.8938 1.4696 -1.0349 -0.3 -0.2 -0.1 0.13
H 3.5680 -0.0917 -1.1528 0.7 -0.1 -1.2 0.09
H 4.2892 1.4370 -0.7392 0.5 0.3 -0.9 0.09
H 3.0716 1.3639 -2.0728 -0.7 0.2 0.4 0.10
H -1.0489 2.7713 0.5287 -0.2 -0.1 0.2 0.07
H -0.7461 2.8816 2.1682 -0.1 -0.2 -0.1 0.07
C -5.9663 0.3627 4.2538 0.4 0.0 1.4 -0.07
C -7.1305 1.2546 4.6109 -0.5 2.8 -1.1 -0.43
C -6.6263 2.6911 5.0961 0.4 -1.2 1.8 -0.19
O -7.6110 3.6856 5.4492 0.3 -0.5 -0.3 -0.21
C -8.2454 3.4959 6.7604 0.2 0.2 -2.3 -0.06
N -7.9547 1.5341 3.4205 0.1 -0.2 0.2 0.02
H -5.1909 0.8738 3.6832 -0.3 0.2 -0.3 0.08
H -6.1975 -0.5899 3.7771 -0.3 0.2 0.0 0.08
H -5.5021 0.1378 5.2141 0.3 -0.4 0.0 0.08
H -7.8108 0.9315 5.3989 0.5 -0.7 0.4 0.12
H -5.7742 3.0748 4.5349 -0.9 0.5 -1.1 0.12
H -6.0422 2.5058 5.9976 -0.1 -0.4 0.7 0.10
H -7.4645 3.4259 7.5176 -0.4 -0.4 0.2 0.09
H -8.9498 2.6783 6.6075 0.3 -0.5 0.9 0.08
H -8.8956 4.3570 6.9147 0.4 0.2 0.1 0.08
H -8.4576 0.6880 3.1939 -0.2 -0.1 -0.2 0.06
H -8.6474 2.1946 3.7428 -0.3 0.3 -0.3 0.06
C 7.4243 2.0126 -6.0019 1.2 -0.1 2.8 -0.80
O 8.3556 1.8996 -5.2474 2.0 -1.3 0.8 0.04
N 7.1851 3.1954 -6.5131 -0.9 4.0 -2.3 0.14
N 6.4929 1.1147 -6.2310 -1.8 -1.1 -1.1 0.17
H 6.2454 3.5521 -6.6124 0.2 -0.2 -0.2 0.10
H 7.8806 3.9028 -6.3237 -0.2 -0.3 0.1 0.12
H 6.5230 0.1760 -5.8594 -0.1 0.4 -0.3 0.12
H 5.8525 1.4742 -6.9244 -0.4 -1.3 0.1 0.11
C 6.4002 2.8125 3.2643 4.3 0.4 1.0 -0.81
O 7.4234 3.0724 3.9129 -1.0 0.3 0.4 0.01
N 6.0313 1.6165 3.0004 -0.8 -6.1 0.5 0.16
N 5.7709 3.6320 2.5120 -2.0 5.4 -1.9 0.16
H 5.4197 1.3802 2.2322 0.3 -0.1 0.3 0.11
H 6.7081 0.9521 3.3479 -0.5 -0.4 -0.2 0.13
H 4.9217 3.4096 2.0125 0.3 0.4 0.3 0.11
H 6.1183 4.5723 2.6356 -0.7 0.2 -0.5 0.13
C 1.8893 8.4269 -0.5469 -2.5 6.8 -3.5 -0.81
O 1.4772 9.5542 -0.8671 1.2 -0.1 0.0 0.01
N 2.3542 7.5744 -1.4090 2.3 -2.5 -3.0 0.15
N 1.6345 7.8937 0.5707 -0.6 -3.2 5.3 0.16
H 2.9176 6.8465 -0.9932 0.2 0.0 -0.6 0.11
H 2.6004 7.9257 -2.3234 0.0 -0.1 0.2 0.12
H 1.1555 8.4252 1.2836 -0.2 -0.3 -0.4 0.13
H 1.3527 6.9708 0.2726 -0.5 -0.5 1.9 0.12
```
Positions in Å, forces in eV/Å.

Multiplicity = 1
SMILES = COC[C@H](C)N.COC[C@H](C)N.COC[C@H](C)N.COC[C@H](C)N.COC[C@H](C)N.COC[C@H](C)N.COC[C@H](C)N.NC(N)=O.NC(N)=O.NC(N)=O
Lowest unoccupied orbital energy = -0.2 eV
HOMO-LUMO gap = 9.0 eV
Relative energy (zero: lowest compared OMol25 entry of this formula, charge and spin) = 209.5 kcal/mol

---

Listing electronic energy for the structures above in their given order: -119408.011 -73427.779 eV.